No. 1
C25H61F3O23S7 | the ωB97M-V functional and the def2-TZVPD basis

ORCA input file:
```
! wB97M-V def2-TZVPD RIJCOSX def2/J DEFGRID3
* xyz 0 1
O 2.070 -3.525 -4.540
S 0.970 -2.568 -4.336
O -0.344 -2.706 -4.955
O 0.700 -2.414 -2.720
C 1.922 -2.362 -1.989
C 1.662 -3.036 -0.602
C 1.459 -0.824 -4.719
H 2.282 -1.338 -1.892
H 2.802 -2.846 -2.413
H 1.134 -3.982 -0.719
H 1.142 -2.406 0.120
H 2.564 -3.189 -0.011
H 2.503 -0.642 -4.465
H 0.981 -0.081 -4.080
H 1.373 -0.614 -5.785
O -0.908 5.500 0.102
S -0.898 4.566 1.267
O -1.822 3.431 1.342
O 0.662 4.169 1.647
C 0.915 3.113 2.586
C 0.830 1.658 1.954
C -1.176 5.666 2.669
H 0.193 3.172 3.400
H 1.898 3.320 3.009
H 1.615 1.388 1.248
H -0.087 1.605 1.367
H 1.017 0.952 2.763
H -0.558 6.551 2.515
H -0.983 5.306 3.680
H -2.202 6.016 2.563
O -3.906 -3.382 -2.704
S -3.369 -2.326 -1.803
O -4.284 -1.528 -0.943
O -2.228 -2.985 -0.850
C -1.315 -3.990 -1.321
C -1.784 -5.438 -1.441
C -2.250 -1.233 -2.771
H -0.461 -4.083 -0.650
H -0.902 -3.644 -2.269
H -2.729 -5.596 -1.961
H -2.015 -5.870 -0.467
H -1.000 -6.038 -1.903
H -1.747 -0.496 -2.144
H -2.900 -0.667 -3.437
H -1.584 -1.925 -3.286
O -0.172 -2.816 2.839
S -0.653 -1.808 3.775
O 0.175 -0.825 4.452
O -1.932 -1.004 3.046
C -2.823 -1.731 2.236
C -3.762 -0.723 1.644
C -1.501 -2.693 5.098
H -3.434 -2.447 2.786
H -2.281 -2.295 1.476
H -4.404 -1.181 0.891
H -3.199 0.036 1.101
H -4.397 -0.216 2.370
H -2.333 -3.165 4.576
H -1.987 -1.911 5.683
H -0.813 -3.270 5.716
O 2.313 1.337 2.751
S 2.536 -0.106 2.474
O 1.856 -0.738 1.372
O 4.148 -0.311 2.216
C 5.058 0.371 2.968
C 6.406 -0.028 2.346
C 2.226 -1.099 4.046
H 5.086 0.061 4.012
H 4.972 1.449 3.106
H 7.282 0.170 2.964
H 6.504 0.552 1.428
H 6.558 -1.075 2.080
H 1.148 -1.134 4.198
H 2.877 -0.776 4.859
H 2.516 -2.131 3.849
O -5.489 4.177 -1.219
S -4.918 3.350 -0.147
O -5.537 3.446 1.203
O -4.821 1.781 -0.656
C -4.169 1.450 -1.910
C -4.875 0.435 -2.725
C -3.089 3.706 0.078
H -3.204 0.973 -1.738
H -3.992 2.337 -2.517
H -5.350 -0.263 -2.037
H -4.129 -0.135 -3.279
H -5.551 0.945 -3.412
H -2.649 3.933 -0.892
H -2.696 2.737 0.386
H -2.834 4.483 0.798
O 2.469 2.920 -1.757
S 2.710 1.493 -1.659
O 2.173 0.509 -2.617
O 4.354 1.191 -1.539
C 5.133 0.887 -2.712
C 4.954 1.898 -3.830
C 2.127 0.912 0.015
H 4.952 -0.100 -3.136
H 6.170 1.004 -2.397
H 5.867 1.974 -4.421
H 4.788 2.866 -3.358
H 4.219 1.412 -4.472
H 1.120 0.508 -0.098
H 2.124 1.807 0.636
H 2.758 0.141 0.456
C -0.892 -1.809 0.249
C -0.264 -0.618 0.915
O -0.100 0.319 -0.133
C -1.132 1.025 -0.702
O -2.309 0.895 -0.319
C -0.587 2.140 -1.709
F -1.631 2.771 -2.249
F 0.142 3.086 -1.100
F 0.216 1.617 -2.583
H -0.822 -2.711 0.857
H -0.381 -1.931 -0.706
H -1.942 -1.638 0.012
H 0.723 -0.902 1.280
H -0.844 -0.192 1.734
*
```

Its HOMO energy is -8.272 eV. The energy above the lowest of the compared OMol25 structures with the same formula, charge and spin comes out at 792.7 kcal per mole. The value obtained for the gap between HOMO and LUMO is 7.923 eV.

No. 2
C2H3Cl3S | the ωB97M-V functional and the def2-TZVPD basis

ORCA input file:
```
! wB97M-V def2-TZVPD RIJCOSX def2/J DEFGRID3
* xyz 0 1
C 1.989 -1.733 1.759
C 1.143 1.315 -0.537
S 0.840 -1.050 2.782
Cl 1.217 -2.774 0.659
Cl 2.541 0.712 0.272
Cl -0.406 1.482 0.484
H 1.131 0.520 -1.363
H 1.149 2.333 -0.868
H -0.168 -1.733 2.189
*
```

Its HOMO energy is -9.132 eV. The energy above the lowest of the compared OMol25 structures with the same formula, charge and spin comes out at 76.4 kcal per mole. The value obtained for the gap between HOMO and LUMO is 8.892 eV.

No. 3
C9H13NO2 | the ωB97M-V functional and the def2-TZVPD basis

ORCA input file:
```
! wB97M-V def2-TZVPD RIJCOSX def2/J DEFGRID3
* xyz 0 1
C -0.067 2.153 0.684
C 0.645 1.985 2.017
O 1.439 2.849 2.350
N 0.356 0.927 2.817
H 1.096 0.512 3.382
H -0.275 0.174 2.565
H -1.017 2.688 0.776
H -0.281 1.175 0.262
H 0.534 2.801 0.061
C 1.169 -0.367 -2.936
C 0.251 -1.656 0.488
C -1.104 -1.346 0.623
C 0.995 -1.331 -0.645
C 0.354 -0.755 -1.744
C -1.717 -0.920 -0.544
C -1.011 -0.519 -1.680
O -1.689 -1.446 1.837
H 0.875 -1.962 1.315
H 1.966 -1.796 -0.695
H -2.804 -0.867 -0.535
H -2.637 -1.608 1.806
H 2.144 -0.046 -2.542
H 0.838 0.434 -3.600
H -1.572 0.046 -2.410
H 1.512 -1.124 -3.650
*
```

As for the SMILES: Cc1ccc(O)cc1.CC(N)=O. Its HOMO energy is -8.904 eV. The energy above the lowest of the compared OMol25 structures with the same formula, charge and spin comes out at 18.2 kcal per mole. The value obtained for the gap between HOMO and LUMO is 9.423 eV.